1.
A 10-piece molecular cluster, C4H31N2O9 overall in a non-equilibrium geometry, computed with the ωB97M-V functional and the def2-TZVPD basis.

The total charge is +1. As for the frontier orbital gap: 9.64 eV. The HOMO energy comes out at -12.1 eV.

Each line ends with the Löwdin charge.
Positions of all 46 atoms, in Å:
N  -0.704  -1.599  -1.669  0.151
C  -1.358  -0.305  -1.210  -0.097
C  -0.494  0.457  -0.185  -0.194
N  0.348  1.565  -0.794  -0.031
C  0.592  2.530  0.298  -0.325
C  1.899  3.318  0.380  -0.072
H  -0.813  -1.589  -2.656  0.077
H  -1.099  -2.520  -1.350  0.140
H  0.294  -1.642  -1.434  0.107
H  -1.550  0.292  -2.078  0.065
H  -2.303  -0.797  -0.816  0.148
H  0.071  -0.227  0.499  0.125
H  -1.216  0.875  0.480  0.074
H  1.275  1.219  -1.030  0.088
H  0.292  2.134  1.341  0.111
H  -0.266  3.231  0.287  0.107
H  2.576  2.450  0.499  0.040
H  2.232  3.733  -0.577  0.079
H  1.955  4.124  1.101  0.083
H  -1.698  -3.994  0.549  0.058
H  -1.190  -2.958  1.340  0.036
O  -1.003  -3.335  0.437  -0.079
H  2.354  -1.423  -3.265  0.042
H  2.631  -1.816  -1.725  0.033
O  2.161  -1.251  -2.345  -0.044
H  1.715  -2.652  0.806  0.037
H  2.827  -1.567  0.645  0.001
O  2.648  -2.505  0.560  -0.046
H  -1.233  2.315  -3.959  0.053
H  -1.822  2.566  -2.636  0.060
O  -1.732  1.847  -3.283  -0.061
H  -1.424  0.605  3.131  0.007
H  -2.842  0.133  2.425  0.066
O  -1.927  -0.056  2.621  -0.056
H  0.030  1.417  4.978  0.079
H  -1.446  1.765  4.791  0.083
O  -0.622  1.611  4.285  -0.049
H  3.321  0.936  1.182  0.027
H  2.337  0.934  2.503  0.051
O  2.825  0.442  1.834  -0.042
H  -0.162  -0.301  -4.285  0.057
H  0.663  -1.503  -4.850  0.059
O  -0.202  -1.254  -4.493  -0.042
H  -2.118  -1.820  2.664  -0.007
H  -3.353  -2.660  2.314  0.057
O  -2.472  -2.724  2.690  -0.054

2.
One molecule with the formula C9H12F3NO4 in a non-equilibrium geometry, computed with the ωB97M-V functional and the def2-TZVPD basis.

The total charge is 0. The SMILES is O=COCC[C@@]1(COC(F)(F)F)CCC(=O)N1. As for the frontier orbital gap: 10.29 eV. The HOMO energy comes out at -9.7 eV.

Each line ends with the Löwdin charge.
Positions of all 29 atoms, in Å:
O  3.912  -1.189  1.172  0.136
C  2.815  -1.071  1.534  -0.376
O  1.747  -1.574  0.849  -0.046
C  1.735  -0.990  -0.487  -0.156
C  0.323  -1.011  -1.073  -0.078
C  -0.751  -0.155  -0.347  -0.367
C  -0.687  1.365  -0.759  -0.049
O  0.594  1.725  -1.318  0.058
C  1.288  2.551  -0.553  -0.814
F  2.399  2.833  -1.188  0.202
F  0.670  3.686  -0.321  0.197
F  1.635  2.033  0.622  0.174
C  -2.113  -0.824  -0.741  -0.081
C  -2.583  -1.361  0.675  -0.054
C  -2.095  -0.161  1.503  -0.501
O  -2.686  0.572  2.201  0.136
N  -0.733  -0.128  1.136  0.103
H  2.581  -0.542  2.472  0.149
H  2.356  -1.655  -1.101  0.131
H  2.221  -0.017  -0.512  0.107
H  0.397  -0.623  -2.095  0.135
H  0.037  -2.062  -1.139  0.123
H  -0.980  2.014  0.066  0.140
H  -1.435  1.529  -1.543  0.137
H  -2.905  -0.111  -0.988  0.119
H  -2.077  -1.709  -1.368  0.110
H  -1.823  -2.098  0.947  0.120
H  -3.621  -1.656  0.778  0.117
H  -0.222  0.628  1.575  0.130

3.
One molecule with the formula C8H8N2O3S in a non-equilibrium geometry, computed with the ωB97M-V functional and the def2-TZVPD basis.

The total charge is 0. As for the frontier orbital gap (alpha / beta): 8.00 / 7.12 eV. The HOMO energy (alpha / beta) comes out at -9.8 / -8.9 eV.

Each line ends with the Löwdin charge.
Positions of all 22 atoms, in Å:
C  2.885  -0.233  -1.279  -0.062
C  2.920  -0.100  0.090  -0.080
C  1.659  -0.085  -1.919  -0.052
C  1.784  0.251  0.829  -0.033
C  0.542  0.214  -1.187  -0.030
C  0.561  0.355  0.208  -0.219
C  -2.069  -1.000  1.674  -0.017
C  -0.622  0.907  0.884  0.003
N  -2.502  0.591  -0.490  0.025
N  -1.651  1.347  0.033  -0.405
O  -1.558  2.567  -0.138  0.062
O  -4.018  -1.258  -0.077  -0.290
O  -1.743  -1.884  -0.799  -0.277
S  -2.613  -1.076  -0.031  0.556
H  3.837  -0.413  -1.747  0.108
H  3.786  -0.371  0.650  0.098
H  1.674  0.029  -2.979  0.108
H  1.947  0.578  1.918  0.147
H  -0.376  0.242  -1.751  0.109
H  -1.038  -1.306  1.881  0.039
H  -2.856  -0.905  2.438  0.058
H  -0.549  1.550  1.792  0.154

4.
A 2-piece molecular cluster, C4H10NO3 overall in a non-equilibrium geometry, computed with the ωB97M-V functional and the def2-TZVPD basis.

The total charge is -1. As for the frontier orbital gap: 6.36 eV. The HOMO energy comes out at -2.7 eV.

Each line ends with the Löwdin charge.
Positions of all 18 atoms, in Å:
C  -2.639  -0.101  0.513  0.005
C  -2.206  0.157  -0.996  -0.533
N  -0.807  0.033  -1.310  -0.023
C  0.184  0.681  -0.382  -0.147
C  1.646  0.462  -1.212  -0.626
O  2.654  0.118  -0.607  -0.259
O  -2.966  0.418  -1.852  0.039
H  -1.831  -0.457  0.965  -0.007
H  -3.441  -0.877  0.490  0.086
H  -3.047  0.796  0.939  0.065
H  -0.616  0.270  -2.324  0.126
H  -0.217  1.622  -0.199  0.061
H  0.389  0.000  0.496  0.102
H  1.358  -0.373  -2.043  0.089
H  1.775  1.319  -1.812  0.036
H  3.435  -1.577  2.346  0.064
H  2.951  -0.879  3.661  -0.025
O  3.378  -1.611  3.328  -0.053

5.
A 25-piece molecular cluster, C12H62NO26P overall in a non-equilibrium geometry, computed with the ωB97M-V functional and the def2-TZVPD basis.

The total charge is 0. As for the frontier orbital gap: 5.63 eV. The HOMO energy comes out at -7.3 eV.

Each line ends with the Löwdin charge.
Positions of all 102 atoms, in Å:
C  2.353  -0.689  4.227  -0.173
C  2.009  0.821  3.680  -0.368
P  1.739  0.851  1.777  0.995
C  0.739  2.444  1.444  -0.351
C  -0.869  1.985  1.439  -0.157
N  3.287  0.803  0.893  -0.171
C  3.590  -0.710  0.849  -0.230
O  4.721  -1.347  1.229  -0.005
C  2.190  -1.270  0.212  -0.078
C  1.376  -2.682  0.348  0.027
C  -0.063  -2.779  -0.499  -0.001
C  -0.657  -1.502  -1.403  0.003
C  0.213  -0.079  -1.527  0.001
C  1.628  -0.037  -0.706  -0.104
C  2.804  1.089  -0.544  -0.285
O  3.207  2.028  -1.403  -0.009
H  3.529  -0.822  4.127  0.078
H  1.760  -1.484  3.592  0.058
H  2.066  -0.762  5.372  0.085
H  0.976  1.135  4.166  0.104
H  2.819  1.628  3.931  0.061
H  0.918  3.315  2.215  0.078
H  0.913  2.921  0.372  0.091
H  -1.593  2.876  1.676  0.043
H  -0.935  1.100  2.237  0.066
H  -1.186  1.503  0.399  0.076
H  1.818  -3.551  0.994  0.116
H  -0.698  -3.762  -0.476  0.077
H  -1.698  -1.578  -1.969  0.073
H  -0.132  0.851  -2.146  0.106
O  5.177  3.602  0.086  -0.082
H  4.774  2.790  -0.257  -0.020
H  5.480  4.067  -0.709  0.036
O  -3.867  -2.091  -2.474  -0.087
H  -3.862  -2.573  -3.315  0.046
H  -4.797  -1.850  -2.349  0.040
O  -4.380  -1.338  -5.218  -0.071
H  -4.618  -0.477  -4.842  0.007
H  -3.991  -1.119  -6.078  0.052
O  -1.559  -5.710  -1.495  -0.065
H  -1.689  -6.637  -1.243  0.054
H  -1.768  -5.694  -2.442  0.051
O  3.036  3.882  4.066  -0.063
H  2.798  4.743  4.442  0.043
H  3.425  4.102  3.206  0.058
O  1.752  -0.236  -4.435  -0.051
H  2.590  -0.280  -3.949  0.058
H  1.148  0.207  -3.820  0.006
O  -2.986  4.556  2.165  -0.060
H  -2.436  5.354  2.136  0.072
H  -3.882  4.883  1.994  0.065
O  2.598  -0.196  -7.669  -0.079
H  2.076  0.012  -6.879  0.006
H  2.245  -1.048  -7.965  -0.020
O  1.608  -2.694  -8.801  -0.051
H  2.375  -3.283  -8.864  0.060
H  1.140  -2.828  -9.640  0.057
O  4.623  4.916  6.918  -0.051
H  5.390  4.327  6.856  0.063
H  4.155  4.782  6.080  0.007
O  0.644  -3.351  -4.725  -0.062
H  1.193  -2.554  -4.754  0.013
H  -0.252  -3.024  -4.896  0.038
O  -3.348  -1.383  0.441  -0.066
H  -4.300  -1.403  0.624  0.041
H  -3.282  -1.665  -0.484  -0.026
O  -4.163  1.624  2.570  -0.061
H  -3.614  2.422  2.541  -0.010
H  -5.059  1.951  2.400  0.036
O  -4.297  -6.320  -0.340  -0.063
H  -3.747  -5.522  -0.369  0.029
H  -5.193  -5.993  -0.510  0.041
O  1.878  -5.739  -2.971  -0.078
H  2.311  -5.538  -3.814  0.031
H  1.472  -4.899  -2.709  0.008
O  7.310  -1.866  3.063  -0.060
H  6.814  -2.453  3.653  0.051
H  6.703  -1.707  2.325  0.010
O  7.705  1.165  2.827  -0.075
H  7.575  0.239  3.079  -0.008
H  7.496  1.181  1.881  0.033
O  -3.962  5.215  5.035  -0.055
H  -3.963  6.184  5.056  0.049
H  -3.632  5.001  4.149  -0.006
O  -0.398  -1.279  2.469  -0.103
H  -1.350  -1.299  2.653  0.048
H  -0.332  -1.561  1.545  -0.020
O  5.139  6.973  4.797  -0.069
H  5.078  6.288  5.480  -0.016
H  5.875  6.681  4.239  0.044
O  -6.867  5.806  6.607  -0.072
H  -6.928  5.122  7.290  0.040
H  -6.131  5.514  6.048  0.001
O  -5.126  0.313  -2.701  -0.054
H  -4.289  0.269  -2.216  0.044
H  -5.730  0.756  -2.087  0.059
O  -6.487  0.363  -6.221  -0.066
H  -6.984  -0.224  -5.631  0.042
H  -7.095  0.522  -6.959  0.045
O  -4.390  -7.210  -3.297  -0.070
H  -4.911  -7.002  -2.507  0.007
H  -4.743  -8.062  -3.593  0.041

6.
An isolated ion of composition C2HO4 and charge -1 in a non-equilibrium geometry, computed with the ωB97M-V functional and the def2-TZVPD basis.

As for the spin multiplicity: 3. The total charge is -1. As for the frontier orbital gap (alpha / beta): 6.54 / 6.06 eV. The HOMO energy (alpha / beta) comes out at -2.5 / -4.3 eV.

Each line ends with the Löwdin charge.
Positions of all 7 atoms, in Å:
C  -1.187  0.432  -1.381  -0.771
C  -0.597  0.207  0.080  -0.135
O  -0.254  0.474  -2.186  -0.071
O  -2.395  0.574  -1.492  -0.046
O  -1.098  0.772  1.067  -0.109
O  -0.410  0.803  2.198  0.038
H  0.412  -0.219  0.135  0.095

7.
One molecule with the formula C3H4N2S2 in a non-equilibrium geometry, computed with the ωB97M-V functional and the def2-TZVPD basis.

The total charge is 0. The SMILES is S=C1NN=C[C@H]1S. As for the frontier orbital gap: 8.40 eV. The HOMO energy comes out at -8.6 eV.

Each line ends with the Löwdin charge.
Positions of all 11 atoms, in Å:
S  2.592  -1.111  -0.102  0.588
C  1.166  -0.231  -0.170  -0.884
N  0.984  1.024  -0.543  -0.036
N  -0.256  1.550  -0.419  0.083
C  -0.900  0.651  0.273  -0.222
C  -0.125  -0.575  0.495  -0.645
S  -1.029  -1.840  -0.477  0.786
H  1.707  1.593  -1.025  0.174
H  -1.925  0.887  0.571  0.117
H  0.049  -0.713  1.561  0.127
H  -2.263  -1.235  -0.164  -0.088

8.
C13H32NbO4 as an isolated structure in a non-equilibrium geometry, computed with the ωB97M-V functional and the def2-TZVPD basis.

The total charge is -1. As for the frontier orbital gap: 6.88 eV. The HOMO energy comes out at -4.5 eV.

Each line ends with the Löwdin charge.
Positions of all 50 atoms, in Å:
C  7.808  -1.186  0.847  -0.119
C  7.112  -0.275  0.438  -0.410
Nb  5.608  1.261  -0.278  0.970
C  4.223  0.812  1.477  -0.433
C  2.722  1.041  1.204  -0.399
C  2.110  -0.094  0.392  -0.160
H  8.276  -2.039  1.286  -0.027
H  4.945  -0.011  -1.467  -0.169
H  4.478  2.498  -1.023  -0.182
H  6.366  2.601  0.751  -0.169
H  6.905  1.814  -1.454  -0.195
H  4.409  -0.233  1.753  0.022
H  4.563  1.419  2.323  0.006
H  2.184  1.080  2.162  0.080
H  2.574  1.993  0.693  0.063
H  1.041  0.088  0.224  0.035
H  2.205  -1.042  0.928  0.068
H  2.594  -0.209  -0.580  0.032
C  -3.880  -2.479  1.901  -0.117
O  -2.489  -2.568  1.670  -0.187
C  -1.916  -1.345  1.220  -0.202
C  -1.210  -0.603  2.330  -0.198
O  -2.112  -0.169  3.341  -0.187
C  -2.102  -0.990  4.491  -0.119
H  -4.185  -3.388  2.418  0.086
H  -4.132  -1.615  2.522  0.084
H  -4.429  -2.411  0.954  0.084
H  -2.681  -0.707  0.766  0.119
H  -1.183  -1.592  0.446  0.123
H  -0.735  0.286  1.906  0.119
H  -0.424  -1.229  2.762  0.129
H  -1.179  -0.846  5.064  0.088
H  -2.200  -2.048  4.233  0.083
H  -2.948  -0.697  5.110  0.085
C  -3.027  -0.973  -2.402  -0.115
O  -2.836  0.295  -1.805  -0.207
C  -1.607  0.910  -2.176  -0.198
C  -1.807  1.972  -3.233  -0.199
O  -2.272  1.425  -4.459  -0.188
C  -3.664  1.575  -4.649  -0.119
H  -4.061  -1.269  -2.226  0.088
H  -2.843  -0.946  -3.478  0.085
H  -2.366  -1.717  -1.942  0.084
H  -0.895  0.158  -2.527  0.131
H  -1.187  1.378  -1.281  0.125
H  -0.847  2.457  -3.431  0.130
H  -2.504  2.734  -2.869  0.125
H  -3.917  2.619  -4.868  0.086
H  -4.230  1.247  -3.774  0.082
H  -3.946  0.961  -5.504  0.087